# 1
DFT (wB97M-V/def2-TZVPD) results for a structure of composition C4H6BiO2.

Geometry as XYZ:
```
13
Properties=species:S:1:pos:R:3:forces:R:3
Bi -2.18563 -1.41168 0.76669 -0.28 -0.40 -0.01
O -0.37096 -0.65100 0.08557 -3.22 -2.80 0.06
O 0.90492 0.63603 1.87260 -0.37 -1.26 -1.77
C 0.84877 0.54243 -1.81415 -0.98 -0.35 -1.26
C 2.19886 0.99164 -1.45768 0.04 1.10 0.49
C 0.95375 0.10735 0.63609 0.18 2.54 1.12
C 0.00018 0.53330 -0.57478 4.20 1.01 2.18
H 1.16268 -0.49913 -2.08534 -0.35 0.20 -0.18
H -0.63662 1.40607 -0.39716 0.00 -0.35 -0.09
H 0.31980 1.02137 -2.65308 0.16 -0.27 0.13
H 2.49116 1.79253 -2.15872 0.46 -0.50 -0.22
H 1.70016 -0.68677 0.58825 -0.03 0.52 -0.54
H 0.24282 1.33374 1.94812 0.20 0.57 0.07
```
Positions in Å, forces in eV/Å.

Computed properties:
Frontier orbital gap (alpha / beta) = 0.141 / 0.149 Eh
Spin multiplicity = 2
<S²> = 0.76
HOMO (alpha / beta) = -0.604 / -0.605 Ha
ΔE to the lowest compared entry with this formula, charge and spin = 60.54 kcal per mole
Charge = +2


# 2
DFT (wB97M-V/def2-TZVPD) results for a cluster of 2 separate species, C15H12F4N2O3 in total.

Geometry as XYZ:
```
36
Properties=species:S:1:pos:R:3:forces:R:3
F -5.66062 -0.88356 1.63658 0.79 0.42 0.28
F -3.27000 -2.21458 1.77491 -0.12 1.06 0.59
F -1.19707 1.68599 3.61490 -1.00 -0.56 -0.29
F -3.62932 2.97310 3.60379 0.14 -0.92 -0.44
O 4.44906 0.20432 -2.80908 -0.58 -0.24 -0.13
O -1.28432 -1.06518 3.41267 -2.00 0.97 -0.22
O -5.77896 1.70154 2.51244 1.99 -1.12 0.23
N 1.95234 -0.20549 -1.63789 -0.60 -0.07 0.11
N -1.30977 -0.25012 0.97818 0.17 -0.04 -0.89
C -3.50209 1.70319 3.16500 0.96 0.83 0.47
C -4.71370 1.08222 2.62155 -2.28 1.03 -0.21
C -4.56603 -0.30662 2.17513 -0.10 -0.97 -0.33
C 4.15882 -1.11964 -2.36800 -0.07 0.30 -0.36
C -0.53054 -1.33287 0.83233 0.82 0.52 -0.51
C 3.31151 0.80867 -3.42791 0.23 -0.23 0.18
C -2.31892 1.06595 3.19410 0.28 1.09 0.55
C -1.09299 0.80945 0.20099 0.68 -0.38 -0.65
C -0.05720 0.85647 -0.73806 -0.38 0.07 0.44
C -2.19342 -0.38442 2.91198 1.81 -1.22 0.73
C 0.58041 -1.34908 -0.00338 -0.69 -0.06 0.52
C 2.16844 0.98907 -2.43704 0.43 0.30 0.04
C 0.84506 -0.22856 -0.81659 0.31 0.01 -0.18
C 3.01062 -1.17041 -1.36380 0.43 0.03 0.26
C -3.39655 -0.95894 2.25989 -0.93 -1.04 -0.33
H 2.58875 -2.18237 -1.40945 0.15 0.20 0.06
H 2.38801 1.86999 -1.80452 -0.12 -0.30 -0.03
H -0.74331 -2.21454 1.43036 -0.10 0.34 0.13
H 3.89925 -1.77426 -3.22382 0.29 0.34 0.11
H -1.76452 1.66132 0.31519 0.13 -0.18 0.05
H 1.21447 -2.23277 0.03072 -0.23 0.32 -0.18
H 3.66950 1.79102 -3.76456 -0.30 -0.34 -0.10
H 0.05617 1.75757 -1.33778 0.02 -0.31 0.22
H 1.25384 1.19711 -3.00771 0.18 0.03 0.12
H 2.94140 0.20562 -4.28232 0.42 0.15 0.22
H 3.43736 -1.02725 -0.35217 -0.37 0.08 -0.22
H 5.08431 -1.46197 -1.88663 -0.36 -0.14 -0.23
```
Positions in Å, forces in eV/Å.

Computed properties:
Frontier orbital gap = 0.282 Eh
Spin multiplicity = 1
Structure (SMILES) = O=C1C(F)=C(F)C(=O)C(F)=C1F.c1cc(N2CCOCC2)ccn1
HOMO = -0.331 Ha


# 3
DFT (wB97M-V/def2-TZVPD) results for a cluster of 2 separate species, C3N2O2S in total.

Geometry as XYZ:
```
8
Properties=species:S:1:pos:R:3:forces:R:3
S 1.57253 1.93206 -1.74365 -0.34 -0.88 0.91
O -1.61930 -3.07493 1.49311 -0.23 -0.44 -0.35
O -0.59998 -1.84340 3.06526 0.31 0.29 0.42
N -0.99445 -0.95401 1.00330 0.04 0.98 -0.89
N 2.27171 3.80409 -3.68597 0.07 0.31 -0.33
C -1.01229 -0.08651 0.21459 -0.10 -0.68 0.69
C 1.97127 3.01979 -2.87369 0.44 0.76 -0.78
C -1.06932 -2.08327 1.95990 -0.19 -0.33 0.30
```
Positions in Å, forces in eV/Å.

Computed properties:
Frontier orbital gap = 0.267 Eh
Spin multiplicity = 1
HOMO = -0.036 Ha
ΔE to the lowest compared entry with this formula, charge and spin = 0.00 kcal per mole
Charge = -2


Number 1: maximum force 4.842 eV/A, electronic energy -520.10861 Ha. Number 2: maximum force 2.510 eV/A, electronic energy -1313.39145 Ha. Number 3: maximum force 1.319 eV/A, electronic energy -772.54235 Ha.